9
Properties=species:S:1:pos:R:3:forces:R:3 method="wB97M-V/def2-TZVPD" gap_ev=9.35 e_above_lowest_kcal_mol=145.8 homo_ev=-10.9203 lumo_energy_ha=-0.058 fmax_ha_per_bohr=0.1084
C -2.29741 0.41093 0.07767 2.97 0.88 -0.76
N -3.41535 0.34045 0.18026 -2.80 -0.10 0.32
N -0.45003 -0.64358 0.37255 0.13 -0.13 -0.48
N -0.88829 0.45374 -0.13688 1.07 -1.59 0.96
O 1.59029 -1.51987 -1.09711 0.02 -0.41 -1.07
O 1.90454 0.22111 0.69183 -4.13 -2.75 2.53
O -0.30984 1.38290 -0.67032 -0.65 -0.12 -0.11
S 1.24481 -1.26887 0.25934 0.13 3.12 0.89
H 2.62128 0.62320 0.32266 3.25 1.10 -2.30